No. 1
47
Properties=species:S:1:pos:R:3:lowdin_spin:R:1 method="wB97M-V/def2-TZVPD" e_lumo_ev="-1.537 / -1.064" homo_ev="-9.52 / -9.39" multiplicity=2 s_squared=0.762 total_charge=0 fmax_ev_per_a=0.577
Cr -1.210 -0.477 -0.553 0.99
C -0.660 1.055 2.947 0.00
C -1.457 -0.146 2.616 0.00
N -1.698 -0.645 1.421 0.00
C -2.509 -1.729 1.583 0.00
C -2.770 -1.914 2.902 0.00
N -2.100 -0.899 3.540 0.00
C -3.560 -2.899 3.674 0.00
O -4.185 -3.832 2.970 0.00
O -3.622 -2.808 4.872 0.00
C -2.934 -2.416 0.357 0.00
O -3.650 -3.396 0.374 0.00
O -2.452 -1.840 -0.728 0.02
H -0.203 1.454 2.044 0.00
H 0.128 0.803 3.654 0.00
H -1.308 1.816 3.385 0.00
H -2.105 -0.775 4.543 0.00
H -4.002 -3.748 2.007 0.00
Cl -1.029 -0.252 -3.028 0.00
C -2.150 1.031 -2.537 0.00
C -2.371 1.041 -1.182 -0.03
C -3.230 2.011 -0.707 0.00
Cl -3.570 2.103 0.997 0.00
C -3.837 2.923 -1.571 0.00
Cl -4.913 4.126 -0.972 0.00
C -3.571 2.873 -2.945 0.00
Cl -4.305 3.997 -4.017 0.00
C -2.703 1.907 -3.456 0.00
Cl -2.332 1.793 -5.128 0.00
C 6.867 0.433 -1.955 0.00
C 5.476 0.179 -1.452 0.00
C 4.763 -0.940 -1.858 0.00
C 3.478 -1.178 -1.384 0.00
C 2.918 -0.285 -0.489 0.00
C 3.607 0.844 -0.066 0.00
C 4.878 1.066 -0.555 0.00
S 1.326 -0.626 0.139 0.00
O 1.433 -0.853 1.551 0.00
O 0.703 -1.697 -0.665 0.00
O 0.463 0.586 -0.202 0.03
H 7.118 -0.241 -2.771 0.00
H 7.602 0.288 -1.163 0.00
H 6.974 1.457 -2.314 0.00
H 5.210 -1.633 -2.557 0.00
H 2.918 -2.041 -1.708 0.00
H 3.157 1.538 0.628 0.00
H 5.421 1.947 -0.240 0.00


No. 2
50
Properties=species:S:1:pos:R:3:lowdin_spin:R:1 method="wB97M-V/def2-TZVPD" e_lumo_ev="4.473 / 4.472" homo_ev="-1.69 / -1.85" multiplicity=2 s_squared=0.813 total_charge=-2 de_lowest_kj_mol=0.0 fmax_ev_per_a=1.937
Cr 0.008 0.431 -0.346 0.97
O -3.307 -1.188 -2.214 0.02
C -2.230 -0.684 -1.878 0.01
N -1.465 -0.955 -0.821 -0.02
C -1.714 -1.953 0.096 0.00
C -2.879 -2.692 0.294 0.00
C -2.893 -3.685 1.267 0.00
C -1.763 -3.944 2.030 0.00
C -0.590 -3.223 1.834 0.00
C -0.561 -2.226 0.862 0.00
N 0.490 -1.384 0.529 -0.01
C 1.757 -1.660 0.874 0.01
O 2.226 -2.705 1.327 0.02
C 2.626 -0.499 0.567 0.00
C 3.864 -0.350 1.171 0.00
C 4.644 0.742 0.858 0.00
C 4.145 1.645 -0.076 0.00
C 2.894 1.434 -0.613 0.00
N 2.117 0.386 -0.307 0.00
C -1.510 0.272 -2.763 0.00
C -2.050 0.723 -3.953 0.00
C -1.290 1.510 -4.791 0.00
C 0.015 1.795 -4.403 0.00
C 0.470 1.322 -3.193 0.00
N -0.264 0.579 -2.363 -0.01
H -3.753 -2.471 -0.300 0.00
H -3.799 -4.260 1.430 0.00
H -1.795 -4.710 2.798 0.00
H 0.287 -3.408 2.433 0.00
H 4.157 -1.102 1.890 0.00
H 5.605 0.905 1.327 0.00
H 4.712 2.521 -0.361 0.00
H 2.464 2.162 -1.282 0.00
H -3.069 0.443 -4.181 0.00
H -1.685 1.897 -5.721 0.00
H 0.663 2.399 -5.024 0.00
H 1.477 1.536 -2.872 0.00
O -1.297 3.786 0.617 0.00
S -1.081 2.800 -0.414 0.00
O -1.530 3.239 -1.732 0.00
O 0.387 2.403 -0.517 0.01
O -1.706 1.461 -0.086 -0.01
F -1.884 1.861 3.368 0.00
C -1.140 0.868 3.853 0.00
F -1.058 1.042 5.196 0.00
F -1.788 -0.288 3.640 0.00
S 0.554 0.808 3.095 0.00
O 1.034 -0.501 3.459 0.00
O 1.260 1.906 3.707 0.00
O 0.246 1.012 1.688 0.00


No. 3
38
Properties=species:S:1:pos:R:3:mulliken_charge:R:1 method="wB97M-V/def2-TZVPD" e_lumo_ev=-3.474 homo_ev=-7.07 multiplicity=1 total_charge=0 de_lowest_kj_mol=207.1 fmax_ev_per_a=2.341
F 2.594 -0.489 3.873 -0.30
C 2.695 0.475 2.894 0.23
C 2.753 1.807 3.303 -0.60
C 2.843 2.743 2.273 0.27
F 2.897 4.075 2.631 -0.30
C 2.856 2.403 0.933 -0.89
C 2.735 1.037 0.523 1.28
C 2.708 0.785 -0.878 -0.34
C 2.952 -0.410 -1.618 1.25
C 3.245 -0.281 -3.008 -0.84
C 3.389 -1.377 -3.841 -0.47
C 3.315 -2.678 -3.329 -0.54
C 3.113 -2.807 -1.957 0.17
F 3.026 -4.078 -1.436 -0.32
C 2.960 -1.740 -1.090 -0.71
C 2.707 0.065 1.570 -0.76
H 2.709 2.091 4.348 0.49
H 2.992 3.174 0.182 0.46
H 2.668 1.701 -1.489 0.24
H 3.392 0.724 -3.412 0.42
H 3.560 -1.234 -4.911 0.38
H 3.394 -3.553 -3.961 0.46
H 2.843 -1.915 -0.028 0.54
H 2.709 -0.991 1.342 0.62
O 0.053 0.134 -1.000 -0.54
C -0.719 0.218 -1.978 0.48
C -2.191 -0.085 -1.918 -0.29
N -2.892 -0.450 -0.725 0.94
O -4.129 -0.692 -0.876 -0.65
O -2.347 -0.529 0.389 -0.59
C -2.978 -0.044 -3.066 -0.25
C -2.439 0.295 -4.310 -0.51
C -1.069 0.613 -4.406 -0.49
C -0.245 0.613 -3.290 -0.17
H -4.038 -0.285 -2.978 0.44
H -3.091 0.311 -5.191 0.33
H -0.628 0.873 -5.366 0.36
H 0.809 0.891 -3.375 0.25


No. 4
36
Properties=species:S:1:pos:R:3:mulliken_charge:R:1 method="wB97M-V/def2-TZVPD" e_lumo_ev=-0.551 homo_ev=-7.41 multiplicity=1 total_charge=0 fmax_ev_per_a=1.344
Tl 1.035 0.163 0.944 0.88
S 0.884 -0.389 -3.820 -0.33
C 0.012 -1.793 -3.280 0.98
C -0.671 -2.749 -4.021 -0.65
C -1.294 -3.774 -3.336 -0.43
C -1.248 -3.845 -1.941 -0.61
C -0.572 -2.897 -1.203 -0.51
C 0.070 -1.861 -1.881 -0.41
N 0.786 -0.838 -1.300 -0.45
C 1.255 0.005 -2.164 0.85
C 2.006 1.202 -1.782 0.64
C 2.432 2.124 -2.739 -0.72
C 3.090 3.277 -2.355 -0.77
C 3.363 3.505 -1.014 -0.47
C 2.962 2.582 -0.055 -0.55
C 2.279 1.439 -0.431 -0.08
H -0.718 -2.689 -5.100 0.39
H -1.830 -4.533 -3.890 0.38
H -1.753 -4.656 -1.432 0.38
H -0.537 -2.927 -0.121 0.46
H 2.232 1.939 -3.789 0.34
H 3.387 4.002 -3.100 0.39
H 3.874 4.409 -0.708 0.39
H 3.190 2.766 0.988 0.40
S -1.333 0.965 0.980 -0.43
C -1.678 0.648 2.683 0.61
C -2.836 1.253 3.182 -0.72
C -3.242 1.084 4.491 -0.55
C -2.471 0.311 5.349 -0.57
C -1.314 -0.278 4.879 -0.68
C -0.903 -0.138 3.549 0.73
S 0.577 -1.030 3.152 -0.33
H -3.417 1.863 2.503 0.36
H -4.151 1.560 4.836 0.35
H -2.766 0.172 6.381 0.35
H -0.700 -0.873 5.544 0.34


Looking at total energy for the records above, in order, we have -139081.457, -102535.872, -35676.183, -58587.619 eV.